Arrangement a

14
Properties=species:S:1:pos:R:3 method="wB97M-V/def2-TZVPD" lumo_ev="0.0 / -0.3" homo_ev="-8.08 / -8.09" gap_ev="8.1 / 7.8"
C -0.919 1.692 0.471
C -0.007 -2.222 -0.398
C 1.676 -0.999 0.544
N -0.636 1.049 -0.784
O 1.117 -1.584 -0.459
F 0.779 -0.745 1.562
I 2.872 0.608 -0.101
H -1.793 2.291 0.612
H -0.868 0.944 1.286
H -0.040 2.386 0.539
H -0.062 1.519 -1.468
H -0.669 -2.297 0.459
H -0.123 -2.976 -1.196
H -1.327 0.336 -1.066



Arrangement b

14
Properties=species:S:1:pos:R:3 method="wB97M-V/def2-TZVPD" lumo_ev="0.0 / 0.0" homo_ev="-9.61 / -7.56" gap_ev="9.6 / 7.5"
C 0.644 2.588 -0.523
C 0.139 -2.682 0.273
C -1.147 -0.619 0.345
N 1.152 1.415 -0.034
O -0.554 -1.595 1.051
F -1.253 -0.931 -0.974
I -3.054 0.133 0.956
H 0.424 3.369 0.171
H 1.367 2.814 -1.281
H -0.368 2.394 -0.918
H 0.817 -2.137 -0.389
H -0.628 -3.125 -0.311
H 0.639 -3.297 0.973
H 1.821 1.673 0.662



Short version: arrangement b is the least stable of them.



Arrangement a

54
Properties=species:S:1:pos:R:3 method="wB97M-V/def2-TZVPD" lumo_ev=0.6 smiles="CCCNC(=O)CCn1c(-c2ccc(C)cc2)cc(C(=O)OCC)c1C" homo_ev=-7.75 gap_ev=8.4
C 3.973 4.133 -2.724
C 3.269 2.820 -3.040
C 2.876 2.081 -1.760
N 2.191 0.839 -2.038
C 0.858 0.685 -1.859
O 0.150 1.540 -1.377
C 0.335 -0.686 -2.272
C 0.728 -1.755 -1.239
N 0.370 -1.353 0.096
C -0.921 -1.123 0.524
C -2.108 -1.434 -0.271
C -3.043 -0.432 -0.524
C -4.180 -0.703 -1.257
C -4.422 -1.979 -1.757
C -5.665 -2.258 -2.546
C -3.498 -2.979 -1.491
C -2.356 -2.715 -0.755
C -0.864 -0.584 1.778
C 0.505 -0.482 2.135
C 1.033 0.021 3.393
O 2.206 0.104 3.692
O 0.049 0.396 4.231
C 0.463 0.907 5.492
C -0.775 1.257 6.297
C 1.242 -0.952 1.058
C 2.718 -1.050 0.925
H 4.247 4.648 -3.642
H 4.877 3.953 -2.147
H 3.320 4.782 -2.146
H 2.368 3.015 -3.624
H 3.928 2.185 -3.638
H 2.186 2.688 -1.170
H 3.768 1.875 -1.158
H 2.708 0.133 -2.540
H -0.752 -0.619 -2.327
H 0.725 -0.967 -3.251
H 0.223 -2.692 -1.493
H 1.805 -1.927 -1.265
H -2.852 0.564 -0.154
H -4.893 0.085 -1.451
H -5.632 -3.250 -2.990
H -5.789 -1.522 -3.338
H -6.541 -2.201 -1.899
H -3.675 -3.981 -1.857
H -1.668 -3.519 -0.533
H -1.696 -0.308 2.393
H 1.095 1.789 5.330
H 1.070 0.150 6.003
H -1.363 2.003 5.770
H -1.388 0.372 6.442
H -0.483 1.652 7.266
H 3.162 -0.725 1.862
H 3.084 -0.407 0.124
H 3.031 -2.075 0.724



Arrangement b

54
Properties=species:S:1:pos:R:3 method="wB97M-V/def2-TZVPD" lumo_ev=0.6 smiles="Cc1noc(C)c1COc1ccc(CC(=O)NC2CCCCCC2)cc1" homo_ev=-8.61 gap_ev=9.2
C 0.827 3.184 5.259
C 2.019 2.899 4.426
N 3.229 2.876 4.913
O 4.076 2.578 3.896
C 3.377 2.410 2.765
C 4.109 2.073 1.519
C 2.048 2.613 3.029
C 0.887 2.513 2.101
O 0.279 1.249 2.304
C -0.783 0.905 1.526
C -1.358 1.713 0.551
C -2.419 1.239 -0.201
C -2.936 -0.034 0.000
C -3.993 -0.570 -0.921
C -3.323 -0.923 -2.255
O -3.670 -0.460 -3.319
N -2.306 -1.795 -2.110
C -1.372 -2.113 -3.174
C -0.709 -3.457 -2.875
C 0.336 -3.442 -1.758
C 1.628 -2.733 -2.166
C 1.651 -1.234 -1.860
C 0.347 -0.486 -2.152
C -0.396 -0.946 -3.407
C -2.369 -0.826 0.994
C -1.310 -0.367 1.749
H 0.113 2.367 5.171
H 0.343 4.099 4.920
H 1.126 3.300 6.296
H 5.145 1.854 1.760
H 3.657 1.207 1.040
H 4.077 2.909 0.821
H 0.167 3.316 2.315
H 1.232 2.607 1.062
H -0.986 2.707 0.360
H -2.846 1.866 -0.969
H -4.763 0.175 -1.121
H -4.459 -1.464 -0.506
H -2.040 -2.069 -1.178
H -1.974 -2.217 -4.086
H -0.234 -3.819 -3.789
H -1.500 -4.166 -2.617
H -0.065 -2.985 -0.852
H 0.569 -4.482 -1.516
H 1.790 -2.892 -3.234
H 2.472 -3.191 -1.646
H 2.462 -0.786 -2.441
H 1.892 -1.088 -0.803
H -0.323 -0.562 -1.294
H 0.586 0.575 -2.257
H 0.311 -1.219 -4.190
H -0.997 -0.114 -3.778
H -2.764 -1.815 1.185
H -0.865 -0.980 2.517



Short version: arrangement b is the least stable of them.



Arrangement a

23
Properties=species:S:1:pos:R:3 method="wB97M-V/def2-TZVPD" lumo_ev="-3.4 / -8.9" homo_ev="-14.29 / -14.27" charge=+1 spin_multiplicity=2 gap_ev="10.9 / 5.3"
C -1.256 1.109 1.500
C 0.083 0.379 1.867
C 1.218 0.781 0.858
C 1.956 0.018 0.076
N -1.800 0.842 0.121
H -1.073 2.101 1.717
H -2.155 0.741 2.212
H -0.183 -0.717 1.789
H 0.510 0.607 2.816
H 1.612 1.687 1.293
H 1.875 -1.093 -0.066
H 2.869 0.310 -0.475
H -1.288 1.410 -0.469
H -1.713 -0.174 -0.172
H 1.747 1.892 -1.437
H 0.759 1.323 -2.423
O 1.345 2.067 -2.284
H -0.194 -3.077 0.376
H -1.530 -2.845 -0.268
O -0.559 -2.905 -0.395
H -0.270 -1.793 -1.586
H -1.244 -1.538 -2.851
O -0.710 -1.125 -2.196



Arrangement b

23
Properties=species:S:1:pos:R:3 method="wB97M-V/def2-TZVPD" lumo_ev="-7.8 / -8.4" homo_ev="-14.23 / -13.64" charge=+1 spin_multiplicity=2 gap_ev="6.4 / 5.3"
C 0.083 -0.951 1.196
N 1.181 -0.259 0.488
C -0.358 -0.523 -2.429
O -0.952 0.525 -1.656
C -0.471 -0.184 2.412
C -1.262 1.097 2.157
H 0.500 -1.900 1.518
H -0.680 -1.159 0.477
H 0.953 0.689 0.126
H -0.822 -0.457 -3.412
H -0.421 -1.434 -1.853
H 0.706 -0.314 -2.579
H -1.030 -0.883 2.997
H 0.409 0.083 2.975
H -1.682 1.472 3.112
H -2.081 1.009 1.442
H -0.612 1.947 1.875
H 0.845 3.160 -1.564
H -0.355 1.334 -1.526
O 0.197 2.618 -1.075
H 2.223 -2.556 -0.656
H 1.405 -0.936 -0.343
O 1.339 -2.273 -1.038



Arrangement c

23
Properties=species:S:1:pos:R:3 method="wB97M-V/def2-TZVPD" lumo_ev="-3.9 / -9.5" homo_ev="-14.43 / -14.42" charge=+1 spin_multiplicity=2 gap_ev="10.5 / 4.9"
C -1.587 0.238 -1.095
O -1.709 1.679 -0.895
C -0.253 -0.079 -1.805
C 0.874 -0.429 -0.845
C 1.115 0.558 0.251
N 1.733 1.820 -0.215
H -1.741 -0.398 -0.186
H -2.345 0.039 -1.862
H -0.894 1.820 -0.411
H -0.442 -0.792 -2.598
H -0.010 0.728 -2.514
H 0.629 -1.455 -0.462
H 1.827 -0.589 -1.390
H 2.048 0.153 0.759
H 0.230 0.728 0.911
H 1.787 2.524 0.556
H 1.230 2.353 -0.941
H -0.639 -1.994 1.359
H -0.098 -3.309 0.709
O 0.101 -2.610 1.337
H -0.441 0.423 2.874
H -0.453 -1.045 3.463
O -0.961 -0.360 3.001



Short version: arrangement b is the least stable of them.